# C78H65N13O26

A 13-piece molecular cluster, C78H65N13O26 overall (the ωB97M-V functional and the def2-TZVPD basis, the Open Molecules 2025 dataset).

```
182
Properties=species:S:1:pos:R:3:forces:R:3:lowdin_charge:R:1
O -2.66742 -8.27485 2.57595 0.04 0.17 0.43 0.09
O 2.02615 5.10022 0.39805 0.19 -0.35 0.46 0.07
O -2.94538 3.98015 1.33714 0.23 -0.25 -0.04 0.05
C 1.27413 -1.74163 8.00774 0.62 -0.01 1.30 0.00
H -5.92468 1.67534 1.65360 -0.39 -0.01 0.14 0.10
C 5.00249 -2.93253 -2.84300 -1.27 1.19 -0.49 -0.01
H -0.72553 7.48293 -2.71475 0.41 -0.40 0.11 0.11
H -6.96514 4.57263 -2.57279 0.25 0.16 -0.23 0.11
N -2.94873 1.16579 -4.39667 -1.26 -0.36 -0.31 -0.33
H -0.06103 1.45508 -1.78003 0.18 0.10 0.01 0.10
C 3.24032 2.83601 -5.98504 0.43 -0.75 -0.69 0.00
C -1.33021 6.75759 -3.23796 -0.95 -0.25 -0.90 -0.06
H -1.29480 5.19509 -1.79182 0.12 -0.05 -0.09 0.09
O -2.02063 1.92367 5.70505 -0.09 0.54 0.33 0.08
H -0.61402 -5.37419 -1.79532 -0.31 0.21 -0.03 0.11
C 3.81843 -6.07597 0.00649 -0.33 -0.08 -0.74 -0.07
C 2.02499 4.07878 2.99604 0.77 -0.69 -0.21 -0.01
H 3.25464 -4.05028 0.39944 -0.12 0.03 0.25 0.10
C -2.57284 -1.73768 0.04277 -0.31 0.47 -0.65 0.01
H 6.71536 -1.09140 0.29019 0.01 -0.56 0.53 0.12
H -4.09616 0.54049 2.72867 0.05 -0.08 0.18 0.11
H 0.15169 -3.71908 -0.06030 0.33 -0.21 -0.27 0.10
C 3.65065 1.82892 -5.12382 -0.59 0.49 0.17 -0.06
H 2.66891 1.22449 1.97219 0.08 0.02 0.44 0.09
H -2.01848 -0.96562 0.55745 -0.02 -0.20 0.25 0.09
O 2.07649 -1.68143 -1.01203 0.00 0.13 -0.19 0.07
C -2.74119 -0.25717 -4.71730 0.39 0.35 -0.93 -0.16
N -0.00258 -0.02198 9.26461 -0.06 -0.25 -0.04 -0.36
O -3.74294 1.78691 -5.07350 -0.05 0.01 -0.23 0.09
C -6.06735 2.63441 -2.30735 0.25 1.20 0.80 -0.05
H -3.85414 3.62548 5.68725 0.23 0.03 -0.14 0.12
H -4.29551 -4.63984 0.50401 -0.12 0.26 0.39 0.12
C -0.29005 -4.67373 0.20383 -0.17 0.82 0.78 -0.06
H -2.05910 -3.89543 -5.58835 0.49 0.03 0.05 0.11
C 6.55448 -4.00466 -1.42576 -0.85 -0.05 1.23 -0.06
C 7.19826 -3.36605 -3.64290 0.32 -0.12 -0.22 0.01
C 0.74260 0.33147 6.92482 -0.04 0.30 0.42 -0.01
C -0.60820 1.96279 0.23859 0.27 0.18 -0.07 -0.05
H -3.64480 2.01149 0.00832 -0.16 -0.07 0.19 0.11
H -0.94348 5.75542 2.89996 0.41 0.42 -0.57 0.12
O -2.22860 -2.05458 2.69475 0.11 -0.03 0.09 0.08
C 3.05995 -6.64182 2.60819 0.22 0.44 -0.29 0.02
N 2.49629 -4.27498 2.96099 -0.25 0.66 -0.38 -0.35
O -0.04064 5.57415 0.51709 -0.62 -0.05 0.57 0.06
C 5.30859 -3.38401 -1.58426 0.58 -0.65 -1.29 -0.07
C 3.84468 -7.37894 0.44682 0.09 0.09 0.65 -0.05
H 3.22353 -1.01039 2.91511 0.39 -0.04 0.35 0.09
H -3.56606 -2.45125 -3.08812 -0.30 -0.23 0.06 0.08
C -0.81863 -5.52915 -0.74390 0.40 -0.09 -0.24 -0.07
O -0.07037 1.17807 9.42865 -0.05 0.16 -0.09 0.08
C 0.68538 -0.49192 8.05363 0.03 0.00 -1.33 -0.14
C -4.40133 2.57156 -0.52480 0.73 0.32 -0.35 -0.02
C -3.41542 -2.29673 -5.70721 0.49 0.21 0.34 -0.07
C 3.59724 0.72449 1.72702 -0.40 -0.15 -1.35 -0.05
C -1.69258 5.51753 -2.75084 -0.39 -0.03 1.42 -0.07
O 0.91814 5.51509 -6.11280 -0.44 -0.08 0.25 0.08
H 3.64312 -8.65589 2.15205 -0.11 0.03 0.15 0.11
H 4.02409 2.06370 0.01928 -0.56 0.06 0.32 0.11
N 5.51026 -2.36907 2.46637 0.88 0.54 0.43 -0.34
C -0.48002 -4.92591 1.55758 0.38 -1.19 0.37 -0.07
O -2.96637 -8.75934 0.52179 -0.23 -0.16 -0.69 0.08
C -3.98147 -3.69268 -1.35096 -0.83 0.79 0.11 -0.06
H -5.64260 4.88370 4.48084 -0.07 -0.09 0.30 0.11
C 2.09986 -2.10953 6.95286 -0.82 -0.21 -0.23 -0.05
C 3.32989 -5.05191 0.79881 -0.39 0.19 -0.29 -0.01
C -5.99138 3.30790 3.08682 0.10 0.31 -0.10 -0.07
O -2.37571 0.30357 4.34703 0.14 0.08 0.18 0.06
H 5.71321 0.69594 -0.92491 0.18 0.16 0.11 0.11
C 1.97883 3.65296 4.32279 -0.41 0.69 0.13 -0.06
O 5.00105 -2.67485 3.52578 -0.33 -0.20 -0.19 0.08
O -2.75140 7.60203 -7.01203 0.00 0.17 -0.20 0.09
O 6.44428 -2.95315 1.95333 -0.09 -0.53 -0.15 0.07
C -3.16003 -2.79830 0.71012 0.30 0.52 -0.52 -0.14
H -0.81066 5.34930 5.26168 -0.12 -0.07 -0.04 0.11
C -1.48635 -0.74816 -4.45534 -0.05 -0.08 0.23 -0.02
C -2.76757 -1.60055 -1.33744 -0.38 -0.27 1.03 -0.04
C 3.18943 1.85182 -3.81871 0.53 -0.67 0.33 -0.08
C -2.70733 4.76844 -3.33896 0.73 0.23 -0.17 -0.08
H -0.29470 -0.02139 2.94190 0.32 -0.23 -0.02 0.10
C 1.85542 3.79588 -4.25909 0.61 -0.21 1.05 0.01
H 2.71667 -2.99393 7.02027 -0.26 -0.20 -0.12 0.11
H -5.54932 5.71697 -1.02828 0.21 -0.01 0.34 0.12
C 2.89050 -5.34758 2.06858 1.11 -1.44 0.80 -0.15
C 4.25679 1.15937 0.57022 0.25 0.07 0.00 -0.06
O 2.23608 -3.20406 2.42990 -0.07 0.22 -0.03 0.03
C -1.11233 -6.09680 1.96634 -0.77 -0.06 0.12 0.01
H -1.46955 8.11109 -4.76140 -0.72 0.00 -0.84 0.12
C -5.41456 4.64792 -1.11984 0.21 0.75 -0.11 -0.01
H 4.51974 -3.37342 -0.84848 0.36 0.00 0.19 0.07
C -3.69852 -0.96579 -5.42886 -0.13 -0.29 0.30 0.00
C -6.17676 4.01968 -2.07995 -0.68 -1.04 -0.12 -0.05
H 7.95544 -3.27682 -4.41044 -0.06 -0.09 -0.07 0.12
N 0.98772 5.19583 1.03587 0.89 0.17 -1.27 -0.35
H 0.75308 3.81805 6.14329 0.71 -0.17 0.09 0.11
C -0.59545 1.56435 1.56902 -0.27 -0.29 0.27 -0.05
C -5.17224 1.95347 -1.50712 0.22 -0.75 0.02 -0.08
C 3.92440 -0.51270 2.26177 0.18 0.45 -0.23 0.00
N -3.68890 4.64680 0.64044 0.00 -0.05 0.54 -0.33
H 2.56816 -1.61432 4.88595 0.13 -0.43 0.25 0.08
H -0.78726 -0.05299 -4.01382 0.23 -0.35 0.11 0.10
H 1.30023 4.59975 -3.79664 -0.42 0.09 -0.68 0.11
C -1.53071 -6.63658 -0.34311 -0.53 -0.74 0.41 0.00
O -4.46539 6.32769 -6.71849 -0.16 -0.10 -0.17 0.08
H 1.43969 0.51024 4.91341 0.05 0.08 0.01 0.09
H 2.72760 3.02567 4.78505 0.15 -0.15 -0.40 0.11
N -2.90225 -2.89849 2.15358 -0.99 -1.19 -0.20 -0.34
H -4.63625 -0.49930 -5.69434 -0.02 -0.03 0.02 0.12
C -0.12060 0.31170 1.92711 0.05 0.19 -0.11 -0.07
C 0.95620 4.12873 5.12481 -1.24 0.41 0.27 -0.07
C 2.04719 -1.35484 5.80017 0.94 1.30 -0.36 -0.06
N 1.82295 4.80604 -6.49009 0.69 0.58 0.17 -0.36
N 1.25607 -0.86292 -1.38118 -1.07 0.09 0.54 -0.32
C 2.34716 3.79489 -5.55762 -0.68 -0.13 0.46 -0.14
C -5.55256 2.08606 2.58152 0.22 0.25 0.07 -0.07
N 5.51493 -2.32941 -5.15004 0.28 0.78 0.23 -0.36
C 5.09861 -1.12255 1.82064 -0.33 -0.07 -0.24 -0.14
C -0.02512 4.98413 4.61757 0.72 -0.30 -1.00 -0.05
H 0.18552 1.25749 6.89048 0.14 0.07 0.19 0.09
N -2.66679 1.38215 4.83863 0.23 -0.97 -0.59 -0.33
C 7.52645 -3.95744 -2.41079 -0.63 0.42 -0.88 -0.05
H -2.41121 -0.69692 -1.81351 0.13 -0.13 -0.22 0.09
H -1.34298 -6.28083 3.00751 0.31 -0.06 0.03 0.13
C 2.29822 2.81100 -3.36977 0.26 0.39 -0.59 -0.06
H 6.59584 -4.52819 -0.47470 1.00 0.03 -0.07 0.11
C -3.27040 5.17309 -4.53247 -0.13 0.01 0.34 0.00
C 0.54357 -0.05860 -0.36193 0.03 1.71 0.22 -0.15
H 2.83591 3.70944 2.38225 -0.03 0.21 -0.20 0.11
O -0.43838 -0.85124 10.03878 0.10 -0.08 -0.11 0.08
C 3.50186 -7.65074 1.77883 0.24 -0.22 -0.73 -0.06
C -3.84141 2.02504 4.27249 -1.06 0.22 -0.45 -0.15
O -3.41197 -3.87467 2.69059 0.42 0.58 0.25 0.08
H 0.89983 -1.46150 1.08849 -0.07 0.11 0.74 0.11
C -1.19518 -2.07724 -4.76076 0.44 0.79 0.24 -0.05
H -2.08066 -7.25073 -1.04359 0.31 -0.11 -0.11 0.12
C 1.02445 4.86394 2.44930 -0.99 0.11 1.17 -0.16
H -5.06647 0.88362 -1.65200 0.10 -0.01 0.11 0.10
H 1.18856 -2.37799 8.88087 0.08 0.05 0.00 0.12
H 8.52267 -4.36544 -2.33924 -0.04 -0.14 0.44 0.11
C 5.29094 0.42027 0.03242 0.54 -0.10 0.46 -0.07
O 2.43229 -4.46926 4.14643 -0.02 -0.31 0.39 0.11
C -0.00409 1.17907 -0.73564 -0.36 -0.73 -0.21 0.01
O 0.89499 -0.67477 -2.52714 0.59 -0.23 -0.13 0.06
C -1.65332 -6.94428 1.01590 0.16 1.24 -1.04 -0.14
C -3.91702 -3.74673 0.02728 0.89 -0.75 0.31 0.00
H -4.16473 -2.95249 -6.12649 -0.03 0.14 -0.22 0.11
H 3.63867 2.77982 -6.98975 -0.34 0.47 -0.12 0.12
H -3.97657 4.45489 -4.92629 -0.19 0.59 -0.64 0.11
H 4.10673 -5.89113 -1.02182 0.07 0.26 0.11 0.11
C 5.91388 -2.90613 -3.88436 0.73 -0.78 1.48 -0.15
H -1.00830 2.17621 2.36254 -0.18 0.21 -0.24 0.11
H -1.09645 2.89186 -0.02564 0.15 0.07 -0.08 0.09
H -0.04717 -4.36090 2.37148 -0.15 0.65 -0.35 0.10
H 4.20857 -8.13445 -0.23579 -0.07 -0.22 0.19 0.11
C -4.48655 1.44339 3.17645 0.61 -0.04 -0.04 0.00
H 4.02521 -2.50726 -3.04320 -0.02 -0.09 0.10 0.11
H -6.78789 3.87290 2.61876 -0.05 -0.20 -0.16 0.11
C -5.35556 3.88869 4.17354 0.28 -0.53 -0.17 -0.05
O 4.49733 -1.66513 -5.12698 -0.39 0.03 -0.47 0.06
C 0.48469 -0.46539 0.95561 0.55 -1.38 -0.58 -0.03
H 3.63037 1.10623 -3.16327 -0.42 -0.01 0.24 0.10
H 4.26839 1.01113 -5.46531 0.19 0.14 -0.04 0.10
C -0.02304 5.31118 3.25402 -0.55 -0.48 0.90 0.01
C -4.29724 3.21660 4.78894 -0.13 0.62 0.43 0.00
N -3.40444 6.80613 -6.37540 0.04 0.12 0.24 -0.37
H -0.20611 -2.42424 -4.49412 -0.06 -0.30 -0.15 0.11
C -4.47974 3.94913 -0.35987 -1.13 -0.60 -0.86 -0.16
O -3.84763 5.83810 0.77294 -0.06 0.26 -0.18 0.10
O -2.39345 1.61689 -3.42771 0.79 0.10 0.70 0.06
C 5.83236 -0.65825 0.73228 -0.91 0.37 -0.65 0.01
H 2.00549 2.86525 -2.33035 -0.06 -0.05 0.02 0.09
C -3.49338 -2.57342 -2.01337 0.78 0.23 -0.59 -0.05
C 1.45975 -0.08533 5.81688 -0.88 -0.81 0.04 -0.06
H -4.57909 -4.44196 -1.85213 0.22 -0.05 -0.21 0.11
O 2.38467 4.93403 -7.55400 0.17 -0.32 -0.46 0.08
C -2.87444 6.39496 -5.07697 0.83 -0.40 0.38 -0.13
O 6.25138 -2.44478 -6.10227 0.07 -0.28 -0.24 0.10
C -1.89427 7.16656 -4.44790 0.32 0.22 0.50 0.00
C -2.15959 -2.83922 -5.37344 -1.21 -0.35 -0.25 -0.07
N -2.49769 -8.06919 1.39475 0.20 -0.35 0.57 -0.36
H -3.04144 3.83542 -2.91321 0.16 -0.04 0.07 0.07
H -6.68055 2.11843 -3.02992 0.01 0.04 -0.10 0.11
H 2.98595 -6.86632 3.66149 -0.51 0.34 0.05 0.12
```
Positions in Å, forces in eV/Å.

Summary:
E_HOMO	-9.63	eV
DFT total energy	-154510.9174	eV
2S+1	1
frontier orbital gap	8.4498	eV